Entry 1:
A molecular structure, C6H6. Source: the Open Molecules 2025 dataset; level of theory: the ωB97M-V functional and the def2-TZVPD basis.

Each line ends with the Mulliken charge.
Element x y z (Å)
C -1.2713 -0.8357 -0.6560  -1.165
C -0.4542 -0.1628 0.4562  0.764
C 0.9937 -0.4852 0.4035  -0.637
C 2.1843 -0.3400 0.2832  -0.148
C -0.3260 1.3154 0.3250  0.075
C 0.0129 2.5196 0.1884  -0.996
H -0.8931 -0.5388 -1.6371  0.326
H -1.2025 -1.9238 -0.5619  0.330
H -2.3242 -0.5472 -0.5871  0.336
H -0.8687 -0.4313 1.4363  0.252
H 3.2355 -0.1853 0.1798  0.394
H 0.9137 1.6151 0.1698  0.471

Output
ΔE to the lowest compared entry with this formula, charge and spin = 600.3 kJ/mol
HOMO-LUMO gap = 0.40364 Ha
Spin multiplicity = 1
LUMO = 0.586 eV
Electronic energy = -231.9977 a.u.

---

Entry 2:
A single C2HN3OS molecule. Source: the Open Molecules 2025 dataset; level of theory: the ωB97M-V functional and the def2-TZVPD basis.

Each line ends with the Mulliken charge.
Element x y z (Å)
N -0.8870 2.2721 0.6302  -0.232
C -0.4311 1.3786 0.1480  0.285
S 0.2673 -0.0673 -0.5928  0.709
N 1.5696 -0.0201 0.4709  -0.534
O 0.2503 -0.2422 -2.0207  -0.467
C -1.0748 -1.0251 0.1055  0.300
N -1.9362 -1.5506 0.6419  -0.298
H 2.2419 -0.7453 0.6171  0.235

Output
ΔE to the lowest compared entry with this formula, charge and spin = 287.8 kJ/mol
HOMO-LUMO gap = 0.38197 Ha
Spin multiplicity = 1
LUMO = -0.835 eV
Electronic energy = -714.3172 a.u.

---

Entry 3:
A molecular structure, C4H7N3O. Source: the Open Molecules 2025 dataset; level of theory: the ωB97M-V functional and the def2-TZVPD basis.

Each line ends with the Mulliken charge.
Element x y z (Å)
C 2.0917 -0.2181 -0.3936  -1.122
C -0.7473 -0.5129 0.5958  -0.402
C 1.0236 0.1440 0.5734  1.068
C -0.7414 0.9158 0.3668  0.570
N -1.1801 -1.5409 -0.1795  -0.388
N -1.8094 1.5887 -0.1263  -0.413
O 0.5903 -0.7212 1.4566  -0.404
N 0.4501 1.4342 0.6231  -0.818
H -1.5008 -2.3749 0.2879  0.223
H -0.8738 -1.6321 -1.1441  0.191
H -2.7334 1.2431 0.0766  0.244
H -1.7022 2.5777 -0.2871  0.267
H 3.0621 -0.0078 0.0669  0.312
H 2.0186 0.3884 -1.2953  0.320
H 2.0521 -1.2843 -0.6212  0.353

Output
ΔE to the lowest compared entry with this formula, charge and spin = 380.4 kJ/mol
HOMO-LUMO gap = 0.29113 Ha
Spin multiplicity = 1
LUMO = 0.900 eV
Electronic energy = -396.0035 a.u.

---

Entry 4:
A molecular structure, C6H6. Source: the Open Molecules 2025 dataset; level of theory: the ωB97M-V functional and the def2-TZVPD basis.

Each line ends with the Mulliken charge.
Element x y z (Å)
C -1.6323 0.9294 0.1377  -1.167
C -0.4599 0.0272 -0.1901  0.781
C -0.2795 -1.2340 -0.5420  -0.947
C 1.2272 -1.5235 -0.6870  -0.044
C 1.6498 -0.1613 -0.3758  -0.105
C 1.2184 0.9539 -0.0412  -0.483
H -1.6161 1.3379 1.1564  0.310
H -1.7699 1.7641 -0.5615  0.301
H -2.5458 0.3051 0.0667  0.320
H 1.4826 -1.8714 -1.6890  0.303
H 1.5463 -2.2607 0.0523  0.281
H 1.2968 1.9764 0.2333  0.449

Output
ΔE to the lowest compared entry with this formula, charge and spin = 713.0 kJ/mol
HOMO-LUMO gap = 0.24396 Ha
Spin multiplicity = 1
LUMO = -0.697 eV
Electronic energy = -231.9548 a.u.

---

Entry 5:
A single C2H4N2 molecule. Source: the Open Molecules 2025 dataset; level of theory: the ωB97M-V functional and the def2-TZVPD basis.

Each line ends with the Löwdin spin population.
Element x y z (Å)
C -2.0373 -0.1244 -0.1656  0.850
C -0.9638 0.3851 0.0308  0.610
N 1.3620 -0.0851 -0.1211  0.075
N 0.3214 0.8755 0.0000  0.328
H -3.0289 -0.4335 -0.2826  0.078
H 1.5916 -0.1991 -1.0570  0.011
H 1.3630 -0.8778 0.5612  0.012
H 0.6212 1.6499 0.6622  0.035

Output
ΔE to the lowest compared entry with this formula, charge and spin = 425.5 kJ/mol
Expectation value of S² = 2.0098
HOMO-LUMO gap (spin up / spin down) = 0.17434 / 0.27431 Ha
Spin multiplicity = 3
LUMO (spin up / spin down) = 0.964 / -2.214 eV
Electronic energy = -187.8049 a.u.

---

Entry 6:
A single C4H5NO molecule. Source: the Open Molecules 2025 dataset; level of theory: the ωB97M-V functional and the def2-TZVPD basis.

Each line ends with the Mulliken charge.
Element x y z (Å)
C 1.7024 -0.6246 0.3137  -0.994
C 0.2897 -0.1586 0.4671  0.909
O -0.2745 -0.1362 1.5617  -0.631
C -0.4137 0.2543 -0.7235  -0.898
C -1.6219 0.5753 -0.2622  0.607
N -2.6964 0.8575 0.2166  -0.479
H 1.7514 -1.6621 0.6522  0.269
H 2.0486 -0.5488 -0.7194  0.288
H 2.3266 -0.0134 0.9687  0.277
H -0.0923 0.2801 -1.7536  0.301
H -3.0197 1.1765 -0.7213  0.350

Output
ΔE to the lowest compared entry with this formula, charge and spin = 265.8 kJ/mol
HOMO-LUMO gap = 0.33736 Ha
Spin multiplicity = 1
LUMO = 0.274 eV
Electronic energy = -285.3133 a.u.